This record from OMol25 describes a molecular structure, C35H28CaN4O10S. The level of theory is ωB97M-V/def2-TZVPD.

The value obtained for the calculated total energy is -3397.8743 Eh. The calculation puts the HOMO energy at -2.881 eV.

Structure (ORCA input):
```
! wB97M-V def2-TZVPD RIJCOSX def2/J DEFGRID3
* xyz -2 1
Ca 0.583 0.576 -1.249
O 0.240 0.625 1.294
C -0.872 1.339 1.823
C -1.670 2.058 0.671
O -2.749 2.573 0.996
O -1.098 2.052 -0.441
C -1.741 0.299 2.522
C -1.396 -1.049 2.499
C -2.164 -1.985 3.185
C -3.291 -1.590 3.888
C -3.647 -0.245 3.899
C -2.878 0.691 3.228
C -0.359 2.356 2.842
C -0.560 3.725 2.715
C -0.011 4.602 3.643
C 0.742 4.125 4.704
C 0.949 2.757 4.836
C 0.401 1.884 3.912
H 1.020 1.189 1.187
H -0.522 -1.363 1.945
H -1.877 -3.030 3.163
H -3.890 -2.319 4.421
H -4.531 0.075 4.439
H -3.157 1.736 3.221
H -1.160 4.101 1.896
H -0.172 5.668 3.529
H 1.171 4.814 5.422
H 1.542 2.373 5.657
H 0.567 0.817 4.006
O 4.752 0.216 -0.786
C 3.621 -0.220 -0.575
O 2.617 0.454 -0.158
C 3.412 -1.731 -0.772
C 4.538 -2.505 -0.758
C 4.483 -3.907 -0.834
C 3.263 -4.546 -0.936
C 2.118 -3.796 -1.007
C 2.101 -2.344 -0.921
O 1.018 -1.719 -0.938
N 0.874 -4.539 -1.148
O 0.792 -5.630 -0.589
O -0.022 -4.071 -1.824
N 5.685 -4.690 -0.801
O 5.598 -5.914 -0.881
O 6.760 -4.115 -0.689
H 5.491 -2.000 -0.677
H 3.212 -5.624 -0.979
S 1.263 2.591 -5.846
C 0.703 1.005 -6.161
C 0.517 0.289 -5.016
C 0.821 0.990 -3.796
C 1.234 2.252 -4.107
C 1.646 3.280 -3.149
C 2.092 4.553 -3.519
C 2.470 5.450 -2.541
C 2.409 5.072 -1.206
C 1.958 3.792 -0.926
N 1.580 2.926 -1.855
H 0.546 0.688 -7.183
H 0.167 -0.737 -5.043
H 2.140 4.820 -4.566
H 2.819 6.439 -2.815
H 2.705 5.741 -0.409
H 1.905 3.443 0.101
C -3.040 -3.481 -0.154
C -3.646 -2.211 -0.759
C -4.459 -1.435 0.284
C -4.513 -2.558 -1.975
C -2.544 -1.344 -1.212
N -1.685 -0.671 -1.559
H -3.850 -4.137 0.176
H -2.418 -3.233 0.704
H -2.415 -4.007 -0.875
H -5.276 -2.068 0.639
H -4.877 -0.523 -0.145
H -3.842 -1.153 1.136
H -5.340 -3.195 -1.653
H -3.931 -3.093 -2.725
H -4.922 -1.655 -2.430
*
```